3 unconnected molecules or ions with the total composition C18H31BN4O2 at a distorted geometry, computed with wB97M-V/def2-TZVPD.

Geometry (Å):
C 2.612 -2.258 1.335
C 2.139 -2.357 -0.125
O 2.881 -1.425 -0.946
B 2.231 -0.277 -1.319
O 2.430 0.190 -2.617
C 1.297 0.596 -0.342
C 1.596 2.019 -0.613
N 1.662 3.136 -0.878
C -0.228 0.277 -0.480
C -0.459 -0.422 -1.778
N -0.913 -0.917 -2.713
C -1.163 1.484 -0.305
C -2.572 1.141 0.183
C -3.280 0.058 -0.648
C -3.411 2.456 0.076
H 2.424 -3.219 1.813
H 3.680 -2.055 1.322
H 2.094 -1.463 1.870
H 2.394 -3.345 -0.502
H 1.057 -2.242 -0.223
H 2.003 -0.447 -3.204
H 1.601 0.372 0.681
H -0.461 -0.439 0.311
H -0.727 2.165 0.430
H -1.188 2.043 -1.243
H -2.589 0.859 1.238
H -2.859 -0.932 -0.469
H -4.333 0.040 -0.361
H -3.231 0.315 -1.706
H -4.099 2.348 -0.767
H -4.021 2.621 0.962
H -2.772 3.309 -0.140
C 5.008 -4.815 -4.660
C 3.500 -4.673 -4.490
C 3.107 -4.103 -3.123
C 3.566 -4.977 -2.035
N 3.929 -5.665 -1.189
H 5.427 -5.515 -3.935
H 5.245 -5.194 -5.655
H 5.510 -3.854 -4.537
H 3.026 -5.647 -4.628
H 3.109 -4.014 -5.266
H 2.023 -4.003 -3.049
H 3.546 -3.114 -2.977
C -2.911 4.314 6.042
C -3.928 4.853 5.042
C -3.997 4.023 3.755
C -2.701 4.014 3.065
N -1.680 4.023 2.542
H -1.899 4.343 5.636
H -2.916 4.915 6.951
H -3.140 3.283 6.317
H -3.678 5.886 4.793
H -4.917 4.865 5.502
H -4.745 4.432 3.076
H -4.277 2.992 3.981

Output
Total energy: -29901.732 eV
M: 346.3 g/mol
LUMO: 0.4 eV
2S+1: 1
Structure (SMILES): CCOB(O)[C@@H](C#N)[C@H](C#N)CC(C)C.CCCC#N.CCCC#N
Kohn-Sham gap: 11.2 eV
HOMO: -10.7800 eV

A molecular structure, C42H61AsBeF6N9O3 at a distorted geometry, computed with wB97M-V/def2-TZVPD.

Geometry (Å):
Be 10.064 17.878 10.550
As 3.396 18.149 12.060
F 1.706 18.033 12.653
F 3.891 17.986 13.748
F 5.132 18.148 11.572
F 2.780 18.355 10.357
F 3.391 19.987 12.270
F 3.471 16.387 11.843
N 7.540 15.390 6.603
C 7.469 14.106 6.210
C 6.742 13.641 5.095
C 6.041 14.587 4.304
C 5.970 15.890 4.789
C 6.706 16.266 5.927
H 8.248 13.464 6.595
H 6.784 12.617 4.753
H 5.567 14.304 3.375
H 5.426 16.563 4.142
H 6.538 17.238 6.367
N 9.285 13.060 12.960
C 8.517 13.028 14.052
C 8.182 11.860 14.826
C 8.774 10.670 14.452
C 9.585 10.659 13.354
C 9.869 11.809 12.658
H 8.116 14.014 14.235
H 7.572 11.953 15.712
H 8.553 9.757 14.984
H 10.102 9.742 13.112
H 10.558 11.813 11.825
N 8.876 22.890 9.533
C 8.256 23.640 10.508
C 8.023 25.015 10.373
C 8.258 25.639 9.158
C 8.776 24.868 8.099
C 9.054 23.599 8.373
H 7.921 23.076 11.366
H 7.531 25.603 11.134
H 7.943 26.671 9.184
H 8.961 25.278 7.117
H 9.511 22.990 7.607
C -0.139 13.850 7.867
C 0.643 12.996 6.894
O -0.040 11.751 6.960
C -1.238 11.935 7.312
O -2.083 11.078 7.399
O -1.403 13.225 7.727
H -0.164 14.935 7.768
H 0.286 13.754 8.866
H 1.691 12.917 7.182
H 0.620 13.400 5.882
C 10.552 18.895 20.334
C 9.549 19.984 19.907
C 8.498 19.474 18.924
C 8.973 19.368 17.538
N 9.338 19.281 16.465
H 11.389 19.349 20.865
H 10.996 18.498 19.420
H 10.227 18.093 20.995
H 10.130 20.756 19.402
H 9.079 20.397 20.800
H 7.786 20.280 18.743
H 8.015 18.548 19.235
C 1.669 16.986 19.506
C 1.489 18.473 19.756
C 0.758 19.268 18.662
C -0.611 18.765 18.499
N -1.695 18.385 18.384
H 1.743 16.452 20.453
H 2.475 16.759 18.808
H 0.740 16.620 19.069
H 2.435 18.962 19.987
H 0.896 18.655 20.653
H 1.325 19.149 17.739
H 0.780 20.314 18.967
C 0.674 11.306 16.101
C 0.548 12.486 15.128
C -0.834 13.163 14.948
C -1.936 12.185 14.874
N -2.762 11.379 14.821
H 0.079 10.417 15.889
H 0.323 11.772 17.022
H 1.722 11.021 16.189
H 0.826 12.027 14.180
H 1.323 13.194 15.422
H -0.874 13.707 14.004
H -0.952 13.906 15.737
C -5.325 17.358 11.963
C -5.130 18.687 11.266
C -5.837 19.814 12.017
C -7.290 19.711 12.035
N -8.451 19.619 11.988
H -4.764 16.525 11.540
H -6.358 17.012 11.935
H -5.034 17.321 13.013
H -5.468 18.710 10.230
H -4.067 18.926 11.260
H -5.653 20.783 11.552
H -5.462 20.014 13.021
C 3.699 23.003 3.965
C 2.664 22.519 4.974
C 1.233 22.457 4.471
C 1.213 22.146 3.062
N 1.163 21.934 1.921
H 3.435 23.997 3.604
H 3.768 22.221 3.208
H 4.692 23.028 4.414
H 2.780 23.066 5.910
H 2.929 21.482 5.180
H 0.746 23.431 4.523
H 0.578 21.776 5.014
C 1.766 25.062 14.966
C 0.278 25.205 14.625
C -0.116 24.457 13.445
C 0.342 25.126 12.279
N 0.626 25.636 11.289
H 1.968 23.991 14.987
H 2.014 25.590 15.887
H 2.367 25.393 14.120
H -0.006 26.257 14.651
H -0.248 24.841 15.508
H -1.198 24.562 13.364
H 0.215 23.419 13.413

Output
Total energy: -141622.559 eV
M: 937.9 g/mol
LUMO: -10.7 eV
2S+1: 1
Total charge: +1
Kohn-Sham gap: 1.1 eV
HOMO: -11.8123 eV

C4H8S in the gas phase at a distorted geometry, computed with wB97M-V/def2-TZVPD.

Geometry (Å):
C 2.226 0.810 -0.170
C 0.773 0.950 -0.785
C -0.182 0.407 0.299
C -0.122 -1.157 0.685
H 3.044 0.726 -1.005
H 2.083 1.976 0.156
H 1.977 -0.241 0.580
H 0.992 0.026 -1.488
H 0.463 2.018 -1.363
H -0.313 0.678 1.377
H 0.540 -1.651 0.180
H -0.069 -1.484 1.778
S -1.556 -0.507 -0.025

Output
Total energy: -15108.213 eV
M: 88.2 g/mol
Relative energy (zero: lowest compared OMol25 entry of this formula, charge and spin): 402.6 kJ/mol
LUMO: 1.0 eV
2S+1: 1
Structure (SMILES): CC[C@@H]1CS1
Kohn-Sham gap: 9.8 eV
HOMO: -8.7283 eV

A molecular structure, C18H21B2F4N8O6SSbSe4Tc at a distorted geometry, computed with wB97M-V/def2-TZVPD.

Geometry (Å):
Tc 0.183 -0.879 -0.667
C 2.292 -4.231 -2.576
C 1.964 -2.960 -1.872
N 0.747 -2.581 -1.703
O -0.163 -3.413 -2.308
B -1.425 -2.902 -2.568
F -2.340 -2.996 -1.192
F -2.106 -3.682 -3.398
O -1.525 -1.525 -3.043
N -0.896 -0.549 -2.338
C -1.092 0.637 -2.839
C -1.884 0.974 -4.085
C -0.176 1.592 -2.212
N 0.611 0.986 -1.423
O 1.559 1.784 -0.782
B 2.593 1.241 -0.076
F 0.070 3.458 1.130
F 3.289 2.070 0.622
O 3.041 -0.051 -0.172
N 2.282 -0.961 -0.857
C 2.911 -1.993 -1.314
C 4.377 -2.076 -1.292
C -0.182 3.071 -2.484
H 3.342 -4.280 -2.849
H 1.984 -5.108 -2.050
H 1.794 -4.341 -3.569
H -2.448 0.045 -4.547
H -2.623 1.645 -3.798
H -1.268 1.475 -4.855
H 4.720 -1.218 -1.855
H 4.780 -1.982 -0.269
H 4.757 -3.096 -1.675
H 0.847 3.390 -2.634
H -0.750 3.309 -3.338
H -0.655 3.491 -1.576
N -2.689 4.951 5.241
C -2.095 4.400 4.213
C -0.805 3.786 4.466
C -0.149 3.284 3.455
C -0.831 3.110 2.038
C -2.058 3.969 1.877
C -2.696 4.392 2.948
S -1.433 1.423 1.574
O -2.094 1.655 0.325
O -2.121 0.818 2.652
N -0.166 0.529 1.132
C 0.657 -0.122 2.047
N 1.080 -1.276 1.452
C 2.023 -1.971 2.113
C 2.426 -1.646 3.410
C 2.009 -0.436 3.854
N 1.146 0.358 3.160
H -2.179 5.085 6.129
H -3.646 5.305 5.085
H -0.378 3.915 5.413
H 0.836 2.942 3.565
H -2.436 4.057 0.851
H -3.645 4.898 2.857
H 2.436 -2.810 1.568
H 3.095 -2.227 3.991
H 2.403 -0.099 4.832
Se -5.973 -5.679 -2.211
Sb -3.476 -6.115 -2.276
Se -1.735 -1.862 0.373
Se -1.307 -6.572 -1.199
Se -4.811 -6.403 -4.468

Output
Total energy: -336367.924 eV
M: 1110.7 g/mol
LUMO: -10.1 eV
2S+1: 1
Total charge: +3
Kohn-Sham gap: 5.9 eV
HOMO: -16.0058 eV

A molecular structure, C27H24BeN11, computed with wB97M-V/def2-TZVPD.

Geometry (Å):
Be -0.255 -0.210 1.564
N 0.272 2.512 0.156
C 1.041 2.277 1.224
N 1.964 3.159 1.579
C 2.665 2.860 2.674
N 3.630 3.696 3.048
N 2.460 1.773 3.466
C 1.541 0.966 3.017
N 0.834 1.120 1.894
C 1.149 -0.254 3.762
C 1.688 -0.646 4.969
C 1.189 -1.801 5.556
C 0.179 -2.507 4.922
C -0.305 -2.043 3.709
N 0.177 -0.941 3.143
H 0.343 3.419 -0.272
H -0.592 1.990 0.076
H 3.803 4.528 2.512
H 4.145 3.514 3.891
H 2.467 -0.052 5.424
H 1.583 -2.143 6.504
H -0.236 -3.403 5.359
H -1.099 -2.550 3.177
C -1.866 0.302 1.302
C -3.001 0.676 1.080
C -4.341 1.117 0.809
C -5.342 0.187 0.521
C -6.633 0.612 0.252
C -6.938 1.966 0.266
C -5.949 2.896 0.552
C -4.657 2.477 0.824
H -5.100 -0.868 0.517
H -7.403 -0.115 0.033
H -7.948 2.295 0.057
H -6.185 3.952 0.567
H -3.885 3.200 1.057
C -1.308 -1.545 -1.368
C 0.063 -1.672 -0.807
N 0.499 -1.215 0.361
C 1.825 -1.595 0.473
C 2.191 -2.278 -0.632
N 1.068 -2.325 -1.431
C 1.031 -2.947 -2.751
N 2.026 -2.397 -3.613
N 3.229 -3.031 -3.723
N 4.024 -2.312 -4.402
C 3.372 -1.148 -4.763
C 3.813 -0.053 -5.509
C 2.921 0.978 -5.693
C 1.619 0.930 -5.158
C 1.168 -0.145 -4.425
C 2.079 -1.187 -4.242
H -1.941 -1.017 -0.660
H -1.735 -2.529 -1.568
H -1.301 -0.982 -2.303
H 2.418 -1.352 1.338
H 3.122 -2.729 -0.932
H 0.038 -2.808 -3.173
H 1.244 -4.010 -2.660
H 4.813 -0.030 -5.919
H 3.215 1.847 -6.265
H 0.952 1.764 -5.335
H 0.162 -0.176 -4.029

Output
Total energy: -45180.062 eV
M: 511.6 g/mol
Relative energy (zero: lowest compared OMol25 entry of this formula, charge and spin): 0.0 kJ/mol
LUMO: -3.3 eV
2S+1: 1
Total charge: +1
Kohn-Sham gap: 7.2 eV
HOMO: -10.5714 eV

2 unconnected molecules or ions with the total composition C5H10O2, computed with wB97M-V/def2-TZVPD.

Geometry (Å):
O -0.341 -1.520 1.915
C -0.362 -0.136 1.650
C 0.514 0.136 0.455
C -0.563 -0.922 -1.223
C 0.019 -0.183 -2.205
O 0.991 1.715 -1.268
C 0.618 1.490 -0.070
H -1.048 -1.712 2.543
H -1.375 0.214 1.399
H -0.017 0.451 2.515
H 1.319 -0.561 0.243
H -0.073 -1.782 -0.775
H -1.642 -0.887 -1.074
H -0.568 0.441 -2.870
H 1.068 -0.288 -2.448
H -0.057 2.197 0.466
H 1.519 1.347 0.747

Output
Total energy: -9437.213 eV
M: 102.1 g/mol
Relative energy (zero: lowest compared OMol25 entry of this formula, charge and spin): 562.5 kJ/mol
LUMO: 0.3 eV
2S+1: 1
Kohn-Sham gap: 9.1 eV
HOMO: -8.8300 eV

- Look up the HOMO of the first one.
  -10.7800 eV

- Look up the 2S+1 of the second one.
  1